C3H9NS4 | ωB97M-V/def2-TZVPD

XYZ file:
```
17
Properties=species:S:1:pos:R:3:lowdin_charge:R:1
C -1.44609 0.37472 -0.91623 -0.11
C -0.40801 -0.53263 -0.32667 -0.40
C -0.41394 -0.33134 1.23355 -0.10
N 1.08723 -0.05311 -0.92958 -1.00
S 1.46828 1.48613 -1.40880 0.43
S 1.73096 2.39932 0.35228 0.36
S 2.15795 -1.30974 -1.00585 0.40
S 3.11526 -1.67682 0.81074 0.26
H -1.37554 1.38599 -0.44310 0.09
H -1.35919 0.39453 -1.90486 0.03
H -2.42099 0.13452 -0.45584 0.09
H -0.35412 -1.61269 -0.72296 0.12
H -0.05658 0.72115 1.41966 0.03
H 0.35332 -0.90263 1.84158 0.06
H -1.51814 -0.46420 1.48360 0.09
H 2.98483 1.97516 0.52290 -0.21
H 3.79827 -0.40652 0.82341 -0.15
```

The HOMO energy comes out at -8.818 eV. As for the net charge: 0. As for the structure (SMILES): CC(C)N(SS)SS. For the largest force on an atom, the calculation gives 5.348 eV/A. The HOMO-LUMO gap comes out at 0.3397 hartree. As for the total energy: -48086.425 eV.